#a
Formula: CH10N3O2
Source: the OMol25 dataset
Level of theory: ωB97M-V with the def2-TZVPD basis set

Computed properties:
Total charge: +1
LUMO level: -2.88 eV
HOMO-LUMO gap: 12.215 eV

CARTESIAN COORDINATES (ANGSTROEM)
N1 0.3898 -1.2447 -0.9241
C1 -0.9266 -1.1921 -0.8350
N2 -1.5481 -0.7521 0.2644
N3 -1.6677 -1.7092 -1.8312
H1 1.0462 -0.6025 -0.5054
H2 0.7692 -1.8927 -1.5914
H3 -2.5472 -0.8633 0.3407
H4 -1.1713 0.0464 0.7578
H5 -1.2457 -1.9414 -2.7063
H6 -2.5917 -1.9812 -1.5448
H7 1.4718 1.2784 1.1594
H8 0.6809 0.4394 2.1335
O1 0.9533 0.4481 1.2088
H9 1.9684 3.8358 1.9359
H10 2.5128 3.1176 0.6980
O2 1.9061 3.0135 1.4398

#b
Formula: CH10N3O2
Source: the OMol25 dataset
Level of theory: ωB97M-V with the def2-TZVPD basis set

Computed properties:
Total charge: +1
LUMO level: -3.31 eV
HOMO-LUMO gap: 11.844 eV

CARTESIAN COORDINATES (ANGSTROEM)
N1 -0.5195 0.5559 -0.2060
C1 -1.4885 0.0723 -1.0167
N2 -2.4998 -0.5950 -0.4936
N3 -1.3109 0.0364 -2.3884
H1 -0.2624 -0.1743 0.4833
H2 0.1441 1.1835 -0.6192
H3 -3.0255 -1.1946 -1.1147
H4 -2.3721 -1.1086 0.3689
H5 -0.9095 0.8793 -2.8109
H6 -2.2301 -0.1627 -2.8602
H7 1.9507 -0.3145 1.7255
H8 0.9849 -1.5085 1.6310
O1 1.2469 -0.7048 1.1647
H9 3.9271 0.7381 1.4207
H10 3.0127 1.5632 2.5290
O2 3.3518 0.7342 2.1866

Pick the most stable structure from those above. Pick: #a